{
  "formula": "C5H10N2O",
  "method": "ωB97M-V with the def2-TZVPD basis set",
  "elements": ["H", "N", "C", "C", "C", "O", "C", "C", "N", "H", "H", "H", "H", "H", "H", "H", "H", "H"],
  "positions_angstrom": [[1.717, -0.259, 1.648], [0.732, -0.429, 1.447], [0.372, -0.073, 0.254], [1.174, 0.861, -0.504], [1.987, 1.871, -0.319], [1.255, -0.395, -1.510], [-1.104, -0.203, -0.129], [-1.465, -1.684, -0.227], [-1.975, 0.460, 0.829], [1.985, 2.408, 0.617], [2.636, 2.211, -1.113], [2.188, -0.438, -1.766], [-1.262, 0.266, -1.105], [-0.867, -2.166, -0.999], [-1.277, -2.176, 0.726], [-2.521, -1.776, -0.476], [-1.769, 1.453, 0.876], [-1.806, 0.069, 1.751]],
  "spin_multiplicity": 1,
  "homo_energy_ev": -9.02,
  "lumo_energy_ev": 0.5,
  "largest_force_ev_per_a": 5.4,
  "smiles": "[H]/N=C(\\C(=C)O)[C@@H](C)N",
  "relative_energy_ev": 3.351
}


{
  "formula": "C5H10N2O",
  "method": "ωB97M-V with the def2-TZVPD basis set",
  "elements": ["C", "N", "C", "N", "C", "C", "C", "O", "H", "H", "H", "H", "H", "H", "H", "H", "H", "H"],
  "positions_angstrom": [[-1.179, -0.779, -0.934], [0.094, -0.093, -0.845], [-0.773, -1.165, 0.438], [0.886, 0.149, -1.999], [0.030, 1.054, 0.278], [-0.620, 0.004, 1.319], [1.280, 1.661, 0.556], [-0.514, -2.439, 0.722], [-0.063, -2.499, 1.577], [1.618, 0.764, -1.607], [1.325, -0.730, -2.269], [-2.078, -0.160, -1.068], [-1.157, -1.610, -1.638], [-0.718, 1.776, -0.067], [-1.576, 0.369, 1.705], [0.068, -0.162, 2.149], [2.029, 1.120, 1.125], [1.348, 2.739, 0.559]],
  "spin_multiplicity": 1,
  "homo_energy_ev": [-5.86, -5.86],
  "lumo_energy_ev": [0.2, 0.2],
  "largest_force_ev_per_a": 0.9,
  "relative_energy_ev": 6.209
}


{
  "formula": "C5H10N2O2",
  "method": "ωB97M-V with the def2-TZVPD basis set",
  "elements": ["C", "C", "C", "C", "C", "N", "N", "O", "O", "H", "H", "H", "H", "H", "H", "H", "H", "H", "H"],
  "positions_angstrom": [[0.346, -1.044, 1.568], [-1.070, -0.838, 1.897], [0.066, -0.185, -0.743], [2.083, 0.944, -1.843], [0.722, 0.329, -1.826], [0.795, -0.428, 0.430], [-1.615, 0.219, 1.401], [-2.884, 0.689, 1.681], [-1.184, -0.531, -0.736], [0.892, -1.634, 2.376], [-1.554, -1.389, 2.668], [2.105, 1.871, -1.145], [2.508, 1.091, -2.847], [2.878, 0.332, -1.463], [0.341, 0.416, -2.828], [-1.155, 1.160, 1.274], [1.799, -0.550, 0.207], [-3.565, 0.060, 1.539], [-1.507, -0.513, -1.609]],
  "spin_multiplicity": 1,
  "homo_energy_ev": [-18.47, -18.00],
  "lumo_energy_ev": [-10.9, -11.2],
  "charge": 2,
  "largest_force_ev_per_a": 4.1,
  "relative_energy_ev": 3.858
}


{
  "formula": "C5H10N2O2P",
  "method": "ωB97M-V with the def2-TZVPD basis set",
  "elements": ["C", "N", "C", "O", "C", "C", "N", "P", "C", "O", "H", "H", "H", "H", "H", "H", "H", "H", "H", "H"],
  "positions_angstrom": [[1.498, 1.306, -1.843], [0.625, 0.773, -0.736], [0.093, 1.642, 0.238], [0.371, 2.762, 0.230], [-0.666, 0.804, 1.272], [-0.432, -0.743, 0.614], [-0.104, -1.760, 1.548], [-2.121, -1.377, -0.246], [0.610, -0.540, -0.426], [1.416, -1.377, -0.725], [1.048, 0.711, -2.674], [1.498, 2.388, -2.052], [2.540, 0.931, -1.786], [-0.187, 0.922, 2.290], [-1.709, 1.019, 1.089], [0.754, -1.436, 2.086], [0.299, -2.479, 0.948], [-0.934, -2.101, 2.121], [-1.630, -1.150, -1.665], [-2.969, -0.292, -0.285]],
  "spin_multiplicity": 1,
  "homo_energy_ev": -14.05,
  "lumo_energy_ev": -3.9,
  "charge": 1,
  "largest_force_ev_per_a": 5.8,
  "smiles": "CN1C(=O)C[C@@]([NH3+])(P)C1=O",
  "relative_energy_ev": 1.015
}


{
  "formula": "C5H10N2O2S",
  "method": "ωB97M-V with the def2-TZVPD basis set",
  "elements": ["C", "N", "C", "O", "O", "N", "C", "C", "S", "C", "H", "H", "H", "H", "H", "H", "H", "H", "H", "H"],
  "positions_angstrom": [[-2.425, 1.134, 0.665], [-2.542, -0.067, -0.210], [-1.668, -1.109, -0.112], [-1.896, -2.292, -0.382], [-0.377, -0.814, 0.153], [0.093, 0.394, -0.157], [1.343, 0.599, 0.011], [1.802, 1.903, -0.572], [2.801, -0.569, 0.376], [2.120, -2.213, 0.025], [-1.944, 0.764, 1.670], [-3.489, 1.320, 1.107], [-1.687, 1.918, 0.205], [-3.468, -0.373, -0.265], [1.925, 2.771, 0.304], [2.819, 1.873, -1.260], [0.852, 2.176, -1.389], [3.092, -2.803, -0.177], [1.257, -2.033, -0.865], [1.392, -2.580, 0.872]],
  "spin_multiplicity": 1,
  "homo_energy_ev": -8.87,
  "lumo_energy_ev": 0.6,
  "largest_force_ev_per_a": 3.9,
  "smiles": "CNC(=O)O/N=C(/C)SC",
  "relative_energy_ev": 3.377
}


{
  "formula": "C5H10N2O3S",
  "method": "ωB97M-V with the def2-TZVPD basis set",
  "elements": ["C", "C", "C", "C", "C", "H", "H", "H", "H", "H", "H", "H", "H", "H", "H", "N", "N", "O", "O", "O", "S"],
  "positions_angstrom": [[2.373, 0.887, -1.385], [1.246, 0.944, -0.585], [-0.427, -0.414, 0.484], [-0.357, -1.896, 0.743], [-1.887, 0.253, 0.216], [4.144, -0.834, -1.915], [2.746, -1.164, -0.309], [1.653, 1.236, -2.507], [3.004, 1.896, -1.005], [0.556, -0.814, -1.475], [0.160, -0.038, 1.426], [-2.453, -0.251, 1.131], [-2.453, -0.371, -0.519], [-0.803, 2.336, 0.228], [-1.285, -3.147, 2.059], [2.902, -0.467, -1.503], [0.452, -0.210, -0.554], [1.021, 1.775, 0.211], [-0.018, -2.838, 0.099], [-1.156, -2.132, 1.748], [-2.076, 2.051, 0.249]],
  "spin_multiplicity": 1,
  "homo_energy_ev": -8.79,
  "lumo_energy_ev": 0.2,
  "largest_force_ev_per_a": 6.3,
  "relative_energy_ev": 7.456
}


{
  "formula": "C5H10N2O3S",
  "method": "ωB97M-V with the def2-TZVPD basis set",
  "elements": ["C", "C", "C", "C", "C", "N", "N", "O", "O", "O", "S", "H", "H", "H", "H", "H", "H", "H", "H", "H", "H"],
  "positions_angstrom": [[1.210, 1.768, -0.076], [-0.365, -0.069, -0.457], [0.010, -0.010, -1.877], [-1.285, -1.126, 0.028], [0.111, 0.643, 1.811], [2.444, 1.351, 0.002], [0.235, 0.707, 0.379], [0.728, 2.834, -0.382], [2.482, -1.064, 1.190], [2.739, -0.976, -1.219], [3.247, -0.510, 0.075], [-0.664, -0.579, -2.508], [1.024, -0.458, -1.934], [0.103, 1.012, -2.238], [-2.102, -0.697, 0.608], [-0.731, -1.802, 0.682], [-1.696, -1.696, -0.800], [0.373, 1.615, 2.225], [-0.898, 0.378, 2.120], [0.829, -0.104, 2.168], [3.120, 2.048, -0.280]],
  "spin_multiplicity": 1,
  "homo_energy_ev": -9.22,
  "lumo_energy_ev": 0.2,
  "largest_force_ev_per_a": 1.0,
  "relative_energy_ev": 1.858
}


{
  "formula": "C5H10N2P",
  "method": "ωB97M-V with the def2-TZVPD basis set",
  "elements": ["C", "C", "C", "C", "C", "N", "N", "P", "H", "H", "H", "H", "H", "H", "H", "H", "H", "H"],
  "positions_angstrom": [[0.736, 1.231, -0.727], [1.006, -0.821, 0.344], [-1.106, -0.478, -1.057], [2.185, 0.019, 0.610], [-2.003, -0.307, 0.217], [0.235, 0.010, -0.609], [1.813, 1.304, 0.004], [-3.553, 0.684, 0.201], [1.077, -1.742, -0.118], [0.484, -0.996, 1.372], [-1.102, -1.597, -1.200], [-1.311, 0.041, -1.857], [2.350, 0.261, 1.642], [3.052, -0.475, 0.182], [-1.995, -1.243, 0.724], [-1.360, 0.320, 0.877], [2.481, 2.053, -0.082], [-2.989, 1.737, -0.522]],
  "spin_multiplicity": 1,
  "homo_energy_ev": [-13.17, -11.63],
  "lumo_energy_ev": [-4.1, -7.6],
  "charge": 1,
  "largest_force_ev_per_a": 6.5,
  "relative_energy_ev": 4.210
}


{
  "formula": "C5H10N2S",
  "method": "ωB97M-V with the def2-TZVPD basis set",
  "elements": ["C", "C", "N", "S", "C", "C", "N", "C", "H", "H", "H", "H", "H", "H", "H", "H", "H", "H"],
  "positions_angstrom": [[2.542, -1.292, 0.011], [1.285, -0.467, 0.031], [1.407, 0.779, -0.075], [0.108, 1.860, -0.055], [-1.355, 0.848, 0.317], [-1.255, -0.536, -0.356], [-2.421, -1.422, -0.107], [0.011, -1.259, 0.145], [2.631, -1.915, 0.901], [2.586, -1.952, -0.864], [3.433, -0.602, -0.063], [-1.392, 0.668, 1.425], [-2.293, 1.364, -0.014], [-1.166, -0.358, -1.426], [-2.544, -1.545, 0.894], [-3.324, -1.000, -0.395], [0.147, -2.161, -0.422], [-0.081, -1.530, 1.226]],
  "spin_multiplicity": 1,
  "homo_energy_ev": -8.30,
  "lumo_energy_ev": 0.9,
  "largest_force_ev_per_a": 1.5,
  "smiles": "CC1=NSC[C@H](N)C1",
  "relative_energy_ev": 0.657
}


{
  "formula": "C5H10N2S",
  "method": "ωB97M-V with the def2-TZVPD basis set",
  "elements": ["N", "C", "C", "C", "S", "C", "C", "N", "H", "H", "H", "H", "H", "H", "H", "H", "H", "H"],
  "positions_angstrom": [[-1.619, 0.214, 1.558], [-1.147, 0.741, 0.339], [-0.506, -0.104, -0.713], [0.165, -1.507, -1.032], [1.756, -0.550, -1.654], [1.374, 1.121, -0.897], [0.259, 0.667, 0.093], [0.700, -0.212, 1.172], [-1.249, -0.875, 1.641], [-2.639, 0.121, 1.497], [-1.738, 1.551, -0.008], [-0.702, 0.332, -1.629], [-0.186, -2.267, -1.786], [0.270, -2.136, -0.066], [2.193, 1.455, -0.329], [1.200, 2.099, -1.496], [1.647, -0.557, 0.973], [0.225, -0.095, 2.336]],
  "spin_multiplicity": 1,
  "homo_energy_ev": -8.16,
  "lumo_energy_ev": 0.8,
  "largest_force_ev_per_a": 8.1,
  "smiles": "N[C@@H]1[C@@H]2CSC[C@@]12N",
  "relative_energy_ev": 6.320
}


{
  "formula": "C5H10N3",
  "method": "ωB97M-V with the def2-TZVPD basis set",
  "elements": ["C", "C", "C", "N", "N", "C", "C", "N", "H", "H", "H", "H", "H", "H", "H", "H", "H", "H"],
  "positions_angstrom": [[2.119, -0.677, -1.767], [1.082, -0.460, -0.799], [0.952, -0.813, 0.623], [-0.236, -0.360, 1.105], [-0.625, -0.238, 2.455], [-0.975, 0.190, 0.105], [-2.124, 1.054, 0.146], [-0.239, -0.012, -1.049], [2.973, -0.267, -1.240], [2.318, -1.727, -1.800], [1.759, -0.251, -2.705], [1.753, -1.140, 1.374], [0.020, 0.311, 2.933], [-0.688, -1.072, 2.960], [-2.928, 0.731, 0.825], [-1.757, 2.064, 0.443], [-2.539, 1.184, -0.919], [-0.599, 0.469, -1.969]],
  "spin_multiplicity": 1,
  "homo_energy_ev": -13.08,
  "lumo_energy_ev": -2.9,
  "charge": 1,
  "largest_force_ev_per_a": 7.2,
  "smiles": "Cc1cn(N)c(C)[nH+]1",
  "relative_energy_ev": 1.926
}


{
  "formula": "C5H10N3",
  "method": "ωB97M-V with the def2-TZVPD basis set",
  "elements": ["C", "C", "C", "C", "C", "N", "N", "N", "H", "H", "H", "H", "H", "H", "H", "H", "H", "H"],
  "positions_angstrom": [[1.664, 0.319, -1.941], [0.535, 1.110, -1.982], [1.670, -0.450, -0.798], [-1.163, -1.348, 1.744], [0.067, -0.484, 1.740], [-0.058, 0.865, -0.831], [0.528, -0.141, -0.175], [-1.186, 1.444, -0.347], [2.282, 0.278, -2.712], [0.237, 1.977, -2.512], [2.287, -1.197, -0.302], [-1.205, -2.036, 0.801], [-2.065, -0.641, 1.722], [-1.247, -2.024, 2.559], [1.002, -0.904, 1.715], [0.054, 0.574, 2.072], [-1.837, 1.752, -1.131], [-1.565, 0.906, 0.377]],
  "spin_multiplicity": 1,
  "homo_energy_ev": -13.25,
  "lumo_energy_ev": -4.4,
  "charge": 1,
  "largest_force_ev_per_a": 4.2,
  "relative_energy_ev": 4.693
}


{
  "formula": "C5H10N3",
  "method": "ωB97M-V with the def2-TZVPD basis set",
  "elements": ["N", "C", "C", "C", "C", "N", "C", "N", "H", "H", "H", "H", "H", "H", "H", "H", "H", "H"],
  "positions_angstrom": [[2.440, -1.216, -1.018], [1.267, -0.584, -1.816], [-0.063, -0.830, -1.160], [-0.511, 0.091, -0.088], [-1.767, 0.702, 0.101], [-1.715, 1.212, 1.404], [-0.578, 0.918, 1.954], [0.170, 0.144, 1.102], [2.337, -2.149, -1.382], [3.378, -0.832, -1.285], [1.521, 0.608, -1.809], [1.289, -1.024, -2.746], [-0.026, -1.846, -0.565], [-0.847, -1.090, -1.993], [-2.529, 0.950, -0.635], [-2.475, 1.534, 1.972], [-0.209, 1.387, 2.900], [1.212, -0.308, 1.178]],
  "spin_multiplicity": 1,
  "homo_energy_ev": -13.37,
  "lumo_energy_ev": -3.2,
  "charge": 1,
  "largest_force_ev_per_a": 5.6,
  "smiles": "NCCc1c[nH]c[nH+]1",
  "relative_energy_ev": 1.647
}


{
  "formula": "C5H10N3",
  "method": "ωB97M-V with the def2-TZVPD basis set",
  "elements": ["N", "C", "C", "N", "C", "C", "C", "N", "H", "H", "H", "H", "H", "H", "H", "H", "H", "H"],
  "positions_angstrom": [[-1.853, -1.094, -0.010], [-1.879, 0.281, -0.345], [-0.947, 1.108, 0.425], [0.601, 0.544, 0.027], [1.787, 1.091, -0.175], [2.719, 0.093, -0.235], [1.997, -1.053, 0.124], [0.689, -0.755, 0.337], [-2.126, -1.397, 0.942], [-2.091, -1.826, -0.633], [-2.938, 0.719, -0.398], [-1.600, 0.222, -1.431], [-0.949, 0.899, 1.435], [-1.026, 2.166, 0.182], [1.877, 2.184, -0.214], [3.818, 0.185, -0.218], [2.385, -2.138, 0.056], [-0.464, -1.227, 0.130]],
  "spin_multiplicity": 1,
  "homo_energy_ev": -14.02,
  "lumo_energy_ev": -2.8,
  "charge": 1,
  "largest_force_ev_per_a": 4.8,
  "smiles": "NCC[n+]1ccc[nH]1",
  "relative_energy_ev": 2.485
}